1.
{
  "formula": "C6H12Cl12",
  "method": "ωB97M-V/def2-TZVPD",
  "species": ["C", "Cl", "Cl", "H", "H", "C", "Cl", "Cl", "H", "H", "C", "Cl", "Cl", "H", "H", "C", "Cl", "Cl", "H", "H", "C", "Cl", "Cl", "H", "H", "C", "Cl", "Cl", "H", "H"],
  "positions_angstrom": [[3.472111, -12.833917, 16.590544], [3.706155, -12.655822, 18.332489], [2.793766, -11.328995, 15.960827], [4.424593, -12.887810, 16.063296], [2.769323, -13.657081, 16.461724], [9.287748, -7.225018, 12.361843], [10.444940, -6.082745, 11.585523], [7.607525, -6.590414, 12.397085], [9.298863, -8.078567, 11.684022], [9.677497, -7.394856, 13.365512], [6.513323, -9.523256, 10.863954], [7.508095, -10.378598, 12.025799], [5.017474, -8.821616, 11.591339], [7.037784, -8.640938, 10.497147], [6.260311, -10.198685, 10.046715], [10.315366, -9.666339, 19.253769], [11.083537, -10.488898, 17.893545], [10.167822, -7.907065, 19.000643], [9.344877, -10.146039, 19.380840], [10.895987, -9.828066, 20.161971], [6.996556, -13.472078, 19.062529], [8.233246, -14.134990, 17.960721], [7.603130, -11.968954, 19.828839], [6.144774, -13.262714, 18.415425], [6.759078, -14.161026, 19.873117], [8.357641, -11.124910, 15.390347], [6.781824, -11.615471, 16.148679], [8.585328, -9.332682, 15.261410], [9.185411, -11.500993, 15.991567], [8.324135, -11.462260, 14.354406]],
  "forces_ev_per_angstrom": [[-0.3, 0.7, -0.4], [0.5, -0.1, 0.3], [-0.3, 0.0, -0.1], [-0.2, -0.7, 0.3], [0.4, 0.1, -0.3], [0.3, 0.7, -0.9], [-0.4, -0.1, 0.3], [0.8, -0.2, 0.2], [-0.1, -0.1, 0.6], [-0.4, -0.2, -0.2], [-0.8, 1.0, -0.3], [0.2, -0.2, 0.2], [0.5, -0.7, -0.3], [0.2, -0.3, 0.1], [-0.1, 0.1, 0.3], [-0.2, 0.2, 0.4], [0.2, -0.1, -0.1], [-0.1, -0.7, 0.0], [0.1, 0.6, -0.1], [0.1, 0.1, -0.3], [1.4, 0.7, 0.3], [-0.7, 0.3, 0.3], [-0.8, -0.8, -0.6], [-0.4, 0.1, 0.3], [0.0, -0.2, -0.2], [-0.1, 1.6, -0.5], [1.0, 0.2, 0.0], [-0.5, -1.3, 0.5], [-0.3, -0.2, 0.0], [0.0, -0.4, 0.3]],
  "spin_multiplicity": 2,
  "total_charge": 1,
  "homo_energy_ha": [-0.47240, -0.47215],
  "lumo_energy_ha": [-0.114, -0.391],
  "e_above_lowest_kj_mol": 0.0,
  "mol_weight_da": 509.598,
  "energy_ev": -156674.73735
}


2.
{
  "formula": "C10H24",
  "method": "ωB97M-V/def2-TZVPD",
  "species": ["C", "C", "C", "C", "C", "H", "H", "H", "H", "H", "H", "H", "H", "H", "H", "H", "H", "C", "C", "C", "C", "C", "H", "H", "H", "H", "H", "H", "H", "H", "H", "H", "H", "H"],
  "positions_angstrom": [[-1.725189, 0.742530, 7.910417], [-1.107700, 0.276340, 6.676457], [-0.357070, 1.310240, 5.812068], [0.853530, 1.991929, 6.496558], [0.074840, 0.439010, 4.594128], [-2.391109, 1.621089, 7.874367], [-0.893030, 0.959930, 8.600967], [-2.295309, -0.115070, 8.305497], [-0.507690, -0.625490, 6.904797], [-1.992649, -0.046530, 6.095018], [-1.088450, 2.084219, 5.502378], [0.493280, 2.620989, 7.327887], [1.415269, 2.627959, 5.791917], [1.537779, 1.228690, 6.903827], [0.695510, 1.051660, 3.918818], [-0.822730, 0.109070, 4.044478], [0.652750, -0.452200, 4.891388], [-5.234848, 0.822320, 2.508419], [-4.470869, -0.382690, 2.124599], [-4.691248, -0.693150, 0.671090], [-3.638079, -1.668089, 0.286750], [-6.108287, -1.036770, 0.132850], [-6.310658, 0.595520, 2.596689], [-5.099628, 1.586939, 1.725039], [-4.882588, 1.235970, 3.468319], [-3.397538, -0.156150, 2.273239], [-4.743359, -1.195719, 2.824739], [-4.472479, 0.208820, 0.064060], [-2.596059, -1.343320, 0.445870], [-3.745619, -2.006209, -0.757630], [-3.847139, -2.519879, 0.955600], [-6.773208, -0.329410, 0.656430], [-6.468418, -2.062389, 0.319990], [-6.164398, -0.836350, -0.950330]],
  "forces_ev_per_angstrom": [[0.1, 0.3, 2.6], [-0.7, 0.0, -1.7], [0.4, -1.3, -0.2], [-0.6, -0.3, 0.1], [0.1, 1.1, -0.4], [0.3, -0.3, -0.3], [-0.6, 0.1, 0.3], [0.1, 0.5, 0.3], [0.0, 0.5, -0.3], [0.7, -0.3, -0.4], [0.4, -0.4, 0.0], [0.3, -0.2, -0.2], [-0.3, -0.3, 0.2], [-0.2, 0.3, -0.1], [-0.2, -0.4, 0.0], [0.4, 0.0, 0.1], [-0.2, 0.4, 0.0], [-0.8, 1.4, 0.7], [0.1, -0.1, 0.6], [0.3, 0.6, -1.8], [0.2, -1.8, -0.5], [0.1, 0.3, 0.9], [0.3, 0.3, 0.0], [-0.2, 0.0, 0.4], [-0.3, -0.1, -0.3], [-0.4, -0.4, -0.1], [0.3, 0.0, -0.6], [0.1, 0.2, 0.7], [-0.5, 0.1, 0.0], [0.1, 0.0, 0.3], [0.6, -0.3, -0.4], [-0.2, -0.4, -0.5], [0.3, 0.3, 0.1], [0.1, -0.1, 0.5]],
  "spin_multiplicity": 1,
  "total_charge": 0,
  "homo_energy_ha": -0.39532,
  "smiles": "CCC(C)C.CCC(C)C",
  "lumo_energy_ha": 0.033,
  "e_above_lowest_kj_mol": 106.6,
  "mol_weight_da": 144.302,
  "energy_ev": -10758.81639
}


3.
{
  "formula": "C14H5Cl6N2O3",
  "method": "ωB97M-V/def2-TZVPD",
  "species": ["Cl", "C", "Cl", "C", "O", "C", "Cl", "C", "Cl", "C", "Cl", "C", "Cl", "C", "N", "O", "O", "C", "C", "C", "C", "C", "N", "C", "C", "H", "H", "H", "H", "H"],
  "positions_angstrom": [[0.969938, -0.256887, -0.760872], [2.777082, 2.765485, 0.027445], [3.645885, 2.090866, -1.275787], [1.491225, 3.443719, -0.296023], [0.934477, 3.299480, -1.389305], [0.880070, 4.179826, 0.823642], [-0.351917, 5.271113, 0.417568], [1.356255, 4.023490, 2.117008], [0.859421, 5.101656, 3.343674], [2.336665, 3.037791, 2.410210], [2.974172, 2.858170, 3.978385], [2.950232, 2.338948, 1.334121], [3.885702, 0.935805, 1.639859], [0.716342, -1.898669, -1.188334], [1.628347, -2.758252, -0.252035], [2.737053, -3.060590, -0.714006], [1.175735, -3.107507, 0.846944], [-0.733124, -2.195071, -0.979739], [-1.280813, -2.080098, 0.297909], [-2.660697, -2.080993, 0.463677], [-3.499612, -2.189996, -0.652841], [-4.926119, -2.126565, -0.459262], [-6.078113, -2.042674, -0.272239], [-2.947233, -2.320156, -1.936307], [-1.564318, -2.325258, -2.096537], [1.110879, -2.097385, -2.187995], [-0.630978, -1.965463, 1.163338], [-3.077060, -2.022818, 1.471051], [-3.602637, -2.421637, -2.802791], [-1.076868, -2.396330, -3.070770]],
  "forces_ev_per_angstrom": [[0.6, 1.3, 0.1], [-2.0, 0.2, 0.6], [0.2, -0.3, -0.4], [0.2, -0.5, 0.7], [0.2, 0.5, -0.3], [1.7, -0.9, -0.2], [-0.7, 0.5, -0.1], [0.9, -0.8, -0.8], [-0.4, 0.2, 0.6], [-0.4, 0.2, -1.3], [0.1, -0.2, 0.9], [-0.4, 1.2, 0.1], [0.6, -0.2, 0.3], [0.4, -1.1, 0.5], [0.6, -1.1, 0.3], [-2.0, 0.6, 0.9], [1.3, 0.5, -1.9], [-0.6, 0.1, -0.2], [-0.5, 0.1, 0.2], [0.2, -0.3, 0.0], [0.4, 0.0, -0.1], [-2.3, 0.2, 0.3], [2.4, -0.2, -0.4], [-0.1, -0.1, 0.0], [0.3, 0.0, 0.4], [-0.2, 0.0, 0.2], [-0.3, 0.1, -0.3], [0.0, 0.1, -0.4], [0.2, 0.1, 0.3], [-0.4, 0.0, 0.1]],
  "spin_multiplicity": 1,
  "total_charge": -1,
  "homo_energy_ha": -0.13988,
  "lumo_energy_ha": 0.053,
  "e_above_lowest_kj_mol": 0.6,
  "mol_weight_da": 461.923,
  "energy_ev": -98854.75959
}


Copy entry 3 word for word.
{
  "formula": "C14H5Cl6N2O3",
  "method": "ωB97M-V/def2-TZVPD",
  "species": ["Cl", "C", "Cl", "C", "O", "C", "Cl", "C", "Cl", "C", "Cl", "C", "Cl", "C", "N", "O", "O", "C", "C", "C", "C", "C", "N", "C", "C", "H", "H", "H", "H", "H"],
  "positions_angstrom": [[0.969938, -0.256887, -0.760872], [2.777082, 2.765485, 0.027445], [3.645885, 2.090866, -1.275787], [1.491225, 3.443719, -0.296023], [0.934477, 3.299480, -1.389305], [0.880070, 4.179826, 0.823642], [-0.351917, 5.271113, 0.417568], [1.356255, 4.023490, 2.117008], [0.859421, 5.101656, 3.343674], [2.336665, 3.037791, 2.410210], [2.974172, 2.858170, 3.978385], [2.950232, 2.338948, 1.334121], [3.885702, 0.935805, 1.639859], [0.716342, -1.898669, -1.188334], [1.628347, -2.758252, -0.252035], [2.737053, -3.060590, -0.714006], [1.175735, -3.107507, 0.846944], [-0.733124, -2.195071, -0.979739], [-1.280813, -2.080098, 0.297909], [-2.660697, -2.080993, 0.463677], [-3.499612, -2.189996, -0.652841], [-4.926119, -2.126565, -0.459262], [-6.078113, -2.042674, -0.272239], [-2.947233, -2.320156, -1.936307], [-1.564318, -2.325258, -2.096537], [1.110879, -2.097385, -2.187995], [-0.630978, -1.965463, 1.163338], [-3.077060, -2.022818, 1.471051], [-3.602637, -2.421637, -2.802791], [-1.076868, -2.396330, -3.070770]],
  "forces_ev_per_angstrom": [[0.6, 1.3, 0.1], [-2.0, 0.2, 0.6], [0.2, -0.3, -0.4], [0.2, -0.5, 0.7], [0.2, 0.5, -0.3], [1.7, -0.9, -0.2], [-0.7, 0.5, -0.1], [0.9, -0.8, -0.8], [-0.4, 0.2, 0.6], [-0.4, 0.2, -1.3], [0.1, -0.2, 0.9], [-0.4, 1.2, 0.1], [0.6, -0.2, 0.3], [0.4, -1.1, 0.5], [0.6, -1.1, 0.3], [-2.0, 0.6, 0.9], [1.3, 0.5, -1.9], [-0.6, 0.1, -0.2], [-0.5, 0.1, 0.2], [0.2, -0.3, 0.0], [0.4, 0.0, -0.1], [-2.3, 0.2, 0.3], [2.4, -0.2, -0.4], [-0.1, -0.1, 0.0], [0.3, 0.0, 0.4], [-0.2, 0.0, 0.2], [-0.3, 0.1, -0.3], [0.0, 0.1, -0.4], [0.2, 0.1, 0.3], [-0.4, 0.0, 0.1]],
  "spin_multiplicity": 1,
  "total_charge": -1,
  "homo_energy_ha": -0.13988,
  "lumo_energy_ha": 0.053,
  "e_above_lowest_kj_mol": 0.6,
  "mol_weight_da": 461.923,
  "energy_ev": -98854.75959
}


What did the first record say?
{
  "formula": "C6H12Cl12",
  "method": "ωB97M-V/def2-TZVPD",
  "species": ["C", "Cl", "Cl", "H", "H", "C", "Cl", "Cl", "H", "H", "C", "Cl", "Cl", "H", "H", "C", "Cl", "Cl", "H", "H", "C", "Cl", "Cl", "H", "H", "C", "Cl", "Cl", "H", "H"],
  "positions_angstrom": [[3.472111, -12.833917, 16.590544], [3.706155, -12.655822, 18.332489], [2.793766, -11.328995, 15.960827], [4.424593, -12.887810, 16.063296], [2.769323, -13.657081, 16.461724], [9.287748, -7.225018, 12.361843], [10.444940, -6.082745, 11.585523], [7.607525, -6.590414, 12.397085], [9.298863, -8.078567, 11.684022], [9.677497, -7.394856, 13.365512], [6.513323, -9.523256, 10.863954], [7.508095, -10.378598, 12.025799], [5.017474, -8.821616, 11.591339], [7.037784, -8.640938, 10.497147], [6.260311, -10.198685, 10.046715], [10.315366, -9.666339, 19.253769], [11.083537, -10.488898, 17.893545], [10.167822, -7.907065, 19.000643], [9.344877, -10.146039, 19.380840], [10.895987, -9.828066, 20.161971], [6.996556, -13.472078, 19.062529], [8.233246, -14.134990, 17.960721], [7.603130, -11.968954, 19.828839], [6.144774, -13.262714, 18.415425], [6.759078, -14.161026, 19.873117], [8.357641, -11.124910, 15.390347], [6.781824, -11.615471, 16.148679], [8.585328, -9.332682, 15.261410], [9.185411, -11.500993, 15.991567], [8.324135, -11.462260, 14.354406]],
  "forces_ev_per_angstrom": [[-0.3, 0.7, -0.4], [0.5, -0.1, 0.3], [-0.3, 0.0, -0.1], [-0.2, -0.7, 0.3], [0.4, 0.1, -0.3], [0.3, 0.7, -0.9], [-0.4, -0.1, 0.3], [0.8, -0.2, 0.2], [-0.1, -0.1, 0.6], [-0.4, -0.2, -0.2], [-0.8, 1.0, -0.3], [0.2, -0.2, 0.2], [0.5, -0.7, -0.3], [0.2, -0.3, 0.1], [-0.1, 0.1, 0.3], [-0.2, 0.2, 0.4], [0.2, -0.1, -0.1], [-0.1, -0.7, 0.0], [0.1, 0.6, -0.1], [0.1, 0.1, -0.3], [1.4, 0.7, 0.3], [-0.7, 0.3, 0.3], [-0.8, -0.8, -0.6], [-0.4, 0.1, 0.3], [0.0, -0.2, -0.2], [-0.1, 1.6, -0.5], [1.0, 0.2, 0.0], [-0.5, -1.3, 0.5], [-0.3, -0.2, 0.0], [0.0, -0.4, 0.3]],
  "spin_multiplicity": 2,
  "total_charge": 1,
  "homo_energy_ha": [-0.47240, -0.47215],
  "lumo_energy_ha": [-0.114, -0.391],
  "e_above_lowest_kj_mol": 0.0,
  "mol_weight_da": 509.598,
  "energy_ev": -156674.73735
}


Please write out number 3 again, unchanged.
{
  "formula": "C14H5Cl6N2O3",
  "method": "ωB97M-V/def2-TZVPD",
  "species": ["Cl", "C", "Cl", "C", "O", "C", "Cl", "C", "Cl", "C", "Cl", "C", "Cl", "C", "N", "O", "O", "C", "C", "C", "C", "C", "N", "C", "C", "H", "H", "H", "H", "H"],
  "positions_angstrom": [[0.969938, -0.256887, -0.760872], [2.777082, 2.765485, 0.027445], [3.645885, 2.090866, -1.275787], [1.491225, 3.443719, -0.296023], [0.934477, 3.299480, -1.389305], [0.880070, 4.179826, 0.823642], [-0.351917, 5.271113, 0.417568], [1.356255, 4.023490, 2.117008], [0.859421, 5.101656, 3.343674], [2.336665, 3.037791, 2.410210], [2.974172, 2.858170, 3.978385], [2.950232, 2.338948, 1.334121], [3.885702, 0.935805, 1.639859], [0.716342, -1.898669, -1.188334], [1.628347, -2.758252, -0.252035], [2.737053, -3.060590, -0.714006], [1.175735, -3.107507, 0.846944], [-0.733124, -2.195071, -0.979739], [-1.280813, -2.080098, 0.297909], [-2.660697, -2.080993, 0.463677], [-3.499612, -2.189996, -0.652841], [-4.926119, -2.126565, -0.459262], [-6.078113, -2.042674, -0.272239], [-2.947233, -2.320156, -1.936307], [-1.564318, -2.325258, -2.096537], [1.110879, -2.097385, -2.187995], [-0.630978, -1.965463, 1.163338], [-3.077060, -2.022818, 1.471051], [-3.602637, -2.421637, -2.802791], [-1.076868, -2.396330, -3.070770]],
  "forces_ev_per_angstrom": [[0.6, 1.3, 0.1], [-2.0, 0.2, 0.6], [0.2, -0.3, -0.4], [0.2, -0.5, 0.7], [0.2, 0.5, -0.3], [1.7, -0.9, -0.2], [-0.7, 0.5, -0.1], [0.9, -0.8, -0.8], [-0.4, 0.2, 0.6], [-0.4, 0.2, -1.3], [0.1, -0.2, 0.9], [-0.4, 1.2, 0.1], [0.6, -0.2, 0.3], [0.4, -1.1, 0.5], [0.6, -1.1, 0.3], [-2.0, 0.6, 0.9], [1.3, 0.5, -1.9], [-0.6, 0.1, -0.2], [-0.5, 0.1, 0.2], [0.2, -0.3, 0.0], [0.4, 0.0, -0.1], [-2.3, 0.2, 0.3], [2.4, -0.2, -0.4], [-0.1, -0.1, 0.0], [0.3, 0.0, 0.4], [-0.2, 0.0, 0.2], [-0.3, 0.1, -0.3], [0.0, 0.1, -0.4], [0.2, 0.1, 0.3], [-0.4, 0.0, 0.1]],
  "spin_multiplicity": 1,
  "total_charge": -1,
  "homo_energy_ha": -0.13988,
  "lumo_energy_ha": 0.053,
  "e_above_lowest_kj_mol": 0.6,
  "mol_weight_da": 461.923,
  "energy_ev": -98854.75959
}